{
  "formula": "C54H96O45",
  "method": "ωB97M-V/def2-TZVPD",
  "symbols": ["C", "C", "O", "C", "O", "O", "H", "H", "H", "H", "C", "C", "O", "C", "O", "O", "H", "H", "H", "H", "C", "C", "O", "C", "O", "O", "H", "H", "H", "H", "C", "C", "O", "C", "O", "O", "H", "H", "H", "H", "C", "C", "O", "C", "O", "O", "H", "H", "H", "H", "C", "C", "O", "C", "O", "O", "H", "H", "H", "H", "C", "C", "O", "C", "O", "O", "C", "H", "H", "H", "H", "H", "H", "H", "H", "C", "C", "O", "C", "O", "O", "C", "H", "H", "H", "H", "H", "H", "H", "H", "C", "C", "O", "C", "O", "O", "C", "H", "H", "H", "H", "H", "H", "H", "H", "C", "C", "O", "C", "O", "O", "C", "H", "H", "H", "H", "H", "H", "H", "H", "C", "C", "O", "C", "O", "O", "C", "H", "H", "H", "H", "H", "H", "H", "H", "C", "C", "O", "C", "O", "O", "C", "H", "H", "H", "H", "H", "H", "H", "H", "C", "C", "O", "C", "O", "O", "C", "H", "H", "H", "H", "H", "H", "H", "H", "C", "C", "O", "C", "O", "O", "C", "H", "H", "H", "H", "H", "H", "H", "H", "C", "C", "O", "C", "O", "O", "C", "H", "H", "H", "H", "H", "H", "H", "H"],
  "coordinates": [[1.83, -2.33, -3.89], [1.41, -3.51, -4.74], [0.68, -4.27, -3.82], [0.12, -3.49, -2.92], [-0.83, -3.83, -2.27], [0.78, -2.31, -2.93], [2.07, -1.37, -4.34], [2.79, -2.57, -3.44], [2.16, -4.00, -5.37], [0.63, -3.18, -5.42], [3.63, 1.18, -7.45], [3.09, 0.22, -6.45], [3.17, 1.05, -5.33], [3.88, 2.14, -5.47], [4.08, 2.96, -4.58], [4.38, 2.05, -6.68], [2.80, 1.60, -8.02], [4.28, 0.69, -8.16], [3.73, -0.66, -6.40], [2.09, -0.10, -6.73], [-4.04, 4.59, 1.21], [-3.30, 5.33, 0.16], [-3.00, 6.56, 0.75], [-3.11, 6.51, 2.11], [-2.74, 7.40, 2.87], [-3.79, 5.37, 2.39], [-3.61, 3.60, 1.32], [-5.13, 4.57, 1.14], [-4.01, 5.57, -0.64], [-2.47, 4.74, -0.22], [0.70, 6.99, 3.42], [0.86, 7.82, 2.21], [1.61, 8.94, 2.80], [1.33, 8.96, 4.08], [1.61, 9.80, 4.86], [0.64, 7.88, 4.45], [1.45, 6.26, 3.71], [-0.30, 6.57, 3.37], [-0.09, 8.10, 1.75], [1.57, 7.34, 1.53], [-1.00, -2.14, -8.22], [-0.29, -0.80, -8.21], [-0.80, -0.14, -7.04], [-1.21, -1.12, -6.15], [-1.49, -0.88, -4.99], [-1.25, -2.31, -6.86], [-0.39, -2.96, -8.59], [-1.96, -2.06, -8.72], [-0.37, -0.31, -9.18], [0.76, -1.01, -8.00], [0.01, 0.47, -0.45], [0.46, 0.06, 0.97], [0.58, 1.32, 1.54], [-0.30, 2.21, 0.96], [-0.60, 3.34, 1.34], [-0.75, 1.67, -0.16], [-0.55, -0.24, -1.06], [0.79, 0.85, -1.11], [1.34, -0.58, 0.90], [-0.37, -0.43, 1.47], [10.34, -3.21, 3.35], [9.01, -4.11, 3.03], [7.82, -3.50, 3.49], [6.99, -2.86, 2.55], [7.20, -2.79, 1.34], [6.04, -2.28, 3.24], [5.24, -1.23, 2.76], [10.03, -2.25, 2.93], [11.29, -3.56, 2.97], [10.31, -2.92, 4.40], [9.07, -5.04, 3.59], [9.11, -4.36, 1.98], [4.22, -1.60, 2.65], [5.52, -0.82, 1.78], [5.18, -0.45, 3.51], [-4.28, 1.11, -1.54], [-3.94, -0.18, -2.34], [-4.72, -1.30, -1.74], [-4.13, -1.96, -0.78], [-3.07, -1.67, -0.20], [-4.85, -3.05, -0.58], [-4.29, -4.15, 0.26], [-3.96, 2.06, -1.97], [-3.77, 0.91, -0.60], [-5.33, 1.13, -1.26], [-2.86, -0.29, -2.31], [-4.16, -0.07, -3.40], [-4.76, -5.10, 0.01], [-4.45, -3.90, 1.31], [-3.21, -4.23, 0.17], [-2.79, -4.68, 3.48], [-1.54, -4.04, 2.94], [-1.26, -2.87, 3.70], [-0.11, -2.72, 4.28], [0.87, -3.48, 4.36], [-0.16, -1.49, 4.82], [0.87, -0.85, 5.42], [-3.52, -3.86, 3.45], [-2.80, -4.92, 4.54], [-3.20, -5.50, 2.90], [-1.67, -3.77, 1.89], [-0.76, -4.79, 2.90], [1.78, -1.25, 4.96], [0.95, -0.88, 6.51], [0.86, 0.22, 5.23], [0.32, 2.13, -4.27], [0.95, 2.85, -3.04], [1.09, 4.25, -3.36], [1.33, 5.17, -2.42], [1.36, 5.04, -1.22], [1.19, 6.32, -2.98], [1.14, 7.55, -2.17], [-0.70, 2.38, -4.54], [0.14, 1.15, -3.83], [0.82, 2.03, -5.24], [1.89, 2.40, -2.71], [0.31, 2.91, -2.16], [1.22, 8.46, -2.77], [1.98, 7.57, -1.48], [0.22, 7.81, -1.64], [-3.71, 0.11, 2.98], [-5.14, -0.07, 2.42], [-5.87, 1.16, 2.16], [-7.09, 1.01, 1.63], [-7.74, -0.06, 1.42], [-7.54, 2.18, 1.59], [-8.59, 2.56, 0.77], [-3.87, 0.92, 3.69], [-3.08, 0.49, 2.18], [-3.19, -0.77, 3.36], [-5.72, -0.61, 3.17], [-5.25, -0.69, 1.52], [-8.24, 3.25, 0.00], [-9.25, 3.17, 1.38], [-9.08, 1.69, 0.32], [-3.47, -3.29, -4.36], [-3.76, -4.70, -3.75], [-4.41, -5.70, -4.44], [-5.62, -5.55, -5.04], [-6.14, -4.48, -5.37], [-6.21, -6.69, -5.23], [-5.69, -7.99, -5.05], [-3.08, -3.15, -5.37], [-2.91, -2.72, -3.62], [-4.43, -2.77, -4.44], [-4.24, -4.55, -2.79], [-2.78, -5.10, -3.47], [-5.72, -8.25, -3.99], [-4.67, -8.16, -5.41], [-6.33, -8.74, -5.50], [4.51, 4.96, 1.24], [3.99, 3.59, 1.15], [4.26, 2.89, -0.10], [3.90, 1.55, -0.20], [3.74, 0.84, 0.76], [3.85, 1.13, -1.56], [3.52, -0.24, -1.86], [3.91, 5.60, 0.59], [5.55, 4.98, 0.92], [4.41, 5.29, 2.27], [2.92, 3.51, 1.34], [4.30, 3.01, 2.02], [2.53, -0.55, -1.54], [4.21, -1.01, -1.51], [3.59, -0.26, -2.95], [2.10, -3.35, 0.27], [3.63, -3.73, 0.12], [3.93, -5.06, 0.51], [4.30, -5.33, 1.81], [4.30, -4.58, 2.81], [4.51, -6.66, 1.83], [4.58, -7.28, 3.12], [1.90, -3.16, 1.33], [1.39, -4.02, -0.21], [2.04, -2.41, -0.27], [4.26, -2.94, 0.53], [3.86, -3.75, -0.95], [5.22, -6.78, 3.85], [4.85, -8.33, 3.03], [3.56, -7.41, 3.48], [-1.65, 4.71, 5.24], [-1.77, 3.13, 5.47], [-0.92, 2.60, 6.55], [-1.34, 1.56, 7.27], [-2.48, 1.10, 7.27], [-0.32, 1.27, 8.02], [-0.63, 0.75, 9.35], [-0.66, 5.15, 5.35], [-2.37, 5.12, 5.95], [-2.05, 4.97, 4.26], [-1.42, 2.64, 4.56], [-2.80, 2.81, 5.55], [0.25, 0.53, 9.96], [-1.11, -0.22, 9.23], [-1.34, 1.34, 9.93]],
  "total_energy_ha": -5500.87557,
  "charge": 0,
  "e_above_lowest_kj_mol": 188.8,
  "e_lumo_ha": -0.0216,
  "homo_energy_ev": -10.13,
  "gap_ev": 9.5399
}

***

{
  "formula": "C9H18F2N3",
  "method": "ωB97M-V/def2-TZVPD",
  "symbols": ["C", "C", "C", "C", "C", "C", "C", "C", "C", "N", "N", "N", "F", "F", "H", "H", "H", "H", "H", "H", "H", "H", "H", "H", "H", "H", "H", "H", "H", "H", "H", "H"],
  "coordinates": [[-0.35, -1.20, 0.58], [-0.30, 1.20, 1.04], [-0.37, 0.11, -1.33], [-0.89, -2.67, 2.37], [2.14, 1.60, 1.08], [-0.13, 1.13, -3.77], [-0.16, -2.62, 1.09], [0.72, 2.25, 1.43], [-0.79, 0.11, -2.80], [0.06, -0.17, 1.47], [-0.50, 1.14, -0.45], [0.02, -1.05, -0.80], [-1.81, -0.91, 0.49], [-0.78, 2.36, -1.09], [-1.22, 1.42, 1.48], [-1.92, -2.68, 2.27], [-0.56, -1.71, 2.93], [-0.63, -3.66, 2.93], [2.93, 2.06, 1.62], [2.51, 1.77, 0.11], [2.21, 0.50, 1.19], [-0.55, 2.09, -3.83], [-0.15, 0.71, -4.68], [0.81, 1.36, -3.41], [-0.67, -3.27, 0.41], [0.96, -2.75, 1.15], [0.61, 3.20, 0.93], [0.64, 2.54, 2.53], [-0.47, -0.79, -3.30], [-1.85, 0.08, -2.74], [0.15, -0.28, 2.50], [0.33, -1.90, -1.41]],
  "total_energy_ha": -717.35252,
  "charge": 1,
  "e_above_lowest_kj_mol": 150.3,
  "e_lumo_ha": -0.1321,
  "homo_energy_ev": -13.53,
  "smiles": "CCC1=[NH+][C@@](F)(CC)N[C@@H](CC)N1F",
  "gap_ev": 9.9303
}

***

{
  "formula": "C19H24N4O5",
  "method": "ωB97M-V/def2-TZVPD",
  "symbols": ["O", "O", "O", "O", "O", "C", "C", "C", "C", "C", "C", "C", "C", "C", "C", "C", "C", "N", "N", "N", "N", "C", "C", "C", "C", "C", "C", "C", "H", "H", "H", "H", "H", "H", "H", "H", "H", "H", "H", "H", "H", "H", "H", "H", "H", "H", "H", "H", "H", "H", "H", "H"],
  "coordinates": [[-2.51, 3.75, 1.13], [4.84, 2.80, 1.77], [-0.15, 1.25, 3.00], [3.17, -0.64, 1.68], [6.59, 1.43, 1.22], [-2.97, 2.98, 1.90], [5.34, 1.91, 1.08], [-0.35, 1.24, 1.72], [2.72, 0.37, 2.25], [-0.26, -1.92, 0.06], [-1.26, -1.14, -0.21], [-2.34, -0.83, -3.95], [-1.22, -1.48, -4.46], [-2.42, -0.58, -2.59], [-0.17, -1.94, -3.62], [-1.44, -1.12, -1.63], [-0.37, -1.92, -2.22], [0.32, -2.26, -1.14], [2.82, 0.64, 3.61], [-2.68, 1.66, 1.99], [0.75, 1.37, 0.91], [-4.03, 3.45, 2.79], [3.25, -0.35, 4.57], [4.49, 1.25, 0.00], [-2.14, -0.41, 0.73], [2.96, 1.48, -0.09], [-1.71, 0.98, 1.16], [2.16, 1.46, 1.28], [6.85, 0.90, 0.46], [0.06, -2.04, 1.13], [-3.14, -0.54, -4.58], [-1.12, -1.52, -5.47], [-3.34, -0.01, -2.16], [0.62, -2.56, -4.04], [1.17, -2.85, -1.16], [2.21, 1.34, 3.87], [-3.30, 1.16, 2.62], [0.52, 1.24, -0.09], [-4.65, 2.63, 3.07], [-3.57, 4.02, 3.65], [-4.66, 4.16, 2.17], [4.31, -0.30, 4.81], [2.73, -0.24, 5.52], [2.97, -1.33, 4.22], [4.79, 1.55, -0.98], [4.61, 0.21, 0.12], [-2.00, -1.00, 1.55], [-3.23, -0.54, 0.53], [3.04, 2.47, -0.40], [2.49, 0.87, -0.75], [-1.71, 1.47, 0.19], [2.23, 2.41, 1.79]],
  "total_energy_ha": -1333.61895,
  "charge": 0,
  "e_above_lowest_kj_mol": 392.4,
  "e_lumo_ha": 0.0180,
  "homo_energy_ev": -8.31,
  "smiles": "CNC(=O)[C@@H](CCC(=O)O)NC(=O)[C@@H](Cc1c[nH]c2ccccc12)NC(C)=O",
  "gap_ev": 8.8010
}

***

{
  "formula": "C5H8O",
  "method": "ωB97M-V/def2-TZVPD",
  "symbols": ["C", "C", "C", "C", "C", "O", "H", "H", "H", "H", "H", "H", "H", "H"],
  "coordinates": [[1.63, -0.50, 0.18], [0.43, 0.41, -0.07], [-0.56, -0.06, -1.12], [-1.87, 0.47, 0.50], [-0.55, 0.47, 1.10], [-0.32, 0.50, 2.30], [2.17, -0.16, 1.06], [1.31, -1.53, 0.36], [2.32, -0.50, -0.67], [0.78, 1.43, -0.29], [-0.49, 0.42, -2.11], [-0.64, -1.13, -1.24], [-1.66, 0.52, -0.77], [-2.57, -0.33, 0.77]],
  "total_energy_ha": -270.41160,
  "charge": 0,
  "e_above_lowest_kj_mol": 384.1,
  "e_lumo_ha": -0.0007,
  "homo_energy_ev": -8.73,
  "gap_ev": 8.7146
}

***

{
  "formula": "C17H21FNO2",
  "method": "ωB97M-V/def2-TZVPD",
  "symbols": ["C", "H", "H", "H", "O", "C", "C", "C", "C", "C", "C", "O", "C", "H", "H", "H", "C", "H", "H", "N", "H", "H", "C", "C", "C", "C", "C", "C", "C", "C", "H", "F", "H", "H", "H", "H", "H", "H", "H", "H", "H", "H"],
  "coordinates": [[3.77, 0.96, -0.52], [4.01, 2.03, -0.52], [4.36, 0.46, -1.29], [4.00, 0.53, 0.45], [2.42, 0.74, -0.88], [1.43, 1.29, -0.14], [1.66, 2.02, 1.03], [0.61, 2.53, 1.77], [-0.69, 2.34, 1.36], [-0.95, 1.63, 0.19], [0.11, 1.11, -0.57], [-0.30, 0.40, -1.68], [0.60, 0.14, -2.76], [1.33, -0.62, -2.49], [-0.03, -0.21, -3.57], [1.11, 1.05, -3.07], [-2.36, 1.48, -0.31], [-3.07, 1.86, 0.42], [-2.47, 2.05, -1.23], [-2.69, 0.06, -0.63], [-3.41, 0.04, -1.36], [-1.81, -0.33, -1.04], [-3.15, -0.79, 0.50], [-2.03, -1.05, 1.51], [-0.76, -1.60, 0.90], [-0.75, -2.43, -0.21], [0.45, -2.91, -0.72], [1.65, -2.57, -0.13], [1.63, -1.75, 0.98], [0.45, -1.26, 1.50], [0.48, -0.62, 2.37], [2.78, -1.39, 1.56], [2.59, -2.93, -0.52], [0.44, -3.56, -1.58], [-1.67, -2.75, -0.68], [-1.80, -0.14, 2.05], [-2.42, -1.77, 2.23], [-3.51, -1.73, 0.09], [-3.98, -0.29, 1.00], [-1.51, 2.74, 1.94], [0.82, 3.08, 2.67], [2.67, 2.17, 1.37]],
  "total_energy_ha": -965.25485,
  "charge": 1,
  "e_above_lowest_kj_mol": 0.0,
  "e_lumo_ha": -0.1015,
  "homo_energy_ev": -11.45,
  "smiles": "COc1cccc(C[NH2+]CCc2cccc(F)c2)c1OC",
  "gap_ev": 8.6861
}

***

{
  "formula": "C17H35N4O6S2",
  "method": "ωB97M-V/def2-TZVPD",
  "symbols": ["C", "C", "N", "C", "N", "N", "N", "C", "C", "C", "C", "O", "O", "C", "C", "H", "H", "H", "H", "H", "H", "H", "H", "H", "H", "H", "H", "H", "H", "H", "H", "H", "H", "H", "C", "C", "C", "S", "O", "O", "C", "H", "H", "H", "H", "H", "H", "H", "H", "C", "C", "C", "S", "O", "O", "C", "H", "H", "H", "H", "H", "H", "H", "H"],
  "coordinates": [[2.61, 2.49, -6.23], [1.71, 2.00, -5.43], [2.00, 1.86, -3.99], [0.92, 1.28, -3.35], [0.35, 0.09, -3.75], [0.42, 1.91, -2.21], [-0.96, 2.15, -2.48], [0.62, 0.96, -1.08], [0.95, 1.65, 0.24], [2.21, 2.56, 0.17], [3.15, 2.22, 1.33], [4.30, 2.10, 1.18], [2.53, 2.11, 2.53], [3.04, 1.04, 3.35], [2.58, -0.35, 2.90], [3.51, 2.91, -5.80], [2.47, 2.45, -7.30], [0.75, 1.69, -5.83], [2.73, 1.13, -3.97], [0.67, -0.81, -3.38], [-0.40, 0.15, -4.43], [-1.53, 1.30, -2.38], [-1.05, 2.41, -3.46], [-0.26, 0.33, -0.90], [1.44, 0.26, -1.31], [1.11, 0.84, 0.96], [0.09, 2.22, 0.60], [1.87, 3.58, 0.38], [2.72, 2.54, -0.78], [4.13, 1.05, 3.45], [2.63, 1.21, 4.35], [1.50, -0.34, 2.73], [2.76, -1.10, 3.67], [3.06, -0.61, 1.95], [-2.89, -2.94, -2.12], [-2.83, -4.47, -2.11], [-1.36, -4.87, -2.33], [-0.38, -3.53, -1.66], [0.35, -2.91, -2.76], [0.30, -3.96, -0.47], [-1.75, -2.48, -1.22], [-3.85, -2.57, -1.77], [-2.74, -2.57, -3.14], [-3.18, -4.85, -1.15], [-3.47, -4.91, -2.88], [-1.11, -5.79, -1.80], [-1.12, -4.98, -3.38], [-1.48, -1.43, -1.37], [-1.98, -2.66, -0.17], [-1.00, 1.48, 5.02], [-1.15, -0.01, 5.36], [-2.52, -0.46, 4.84], [-2.91, 0.60, 3.45], [-4.05, 1.40, 3.78], [-2.84, -0.17, 2.22], [-1.44, 1.62, 3.57], [0.02, 1.83, 5.16], [-1.65, 2.08, 5.66], [-0.36, -0.58, 4.86], [-1.06, -0.19, 6.43], [-2.50, -1.50, 4.51], [-3.30, -0.33, 5.59], [-1.68, 2.64, 3.28], [-0.70, 1.20, 2.88]],
  "total_energy_ha": -2135.17139,
  "charge": 1,
  "e_above_lowest_kj_mol": 96.8,
  "e_lumo_ha": -0.2227,
  "homo_energy_ev": -12.45,
  "gap_ev": 6.3942
}

***

{
  "formula": "C6H7N3O",
  "method": "ωB97M-V/def2-TZVPD",
  "symbols": ["C", "C", "C", "C", "C", "C", "N", "N", "N", "O", "H", "H", "H", "H", "H", "H", "H"],
  "coordinates": [[2.11, -0.81, 0.12], [-0.43, -1.22, 0.00], [2.81, 0.35, 0.20], [0.75, -0.46, -0.13], [0.72, 0.95, -0.37], [-1.51, -0.41, 0.23], [1.95, 1.42, -0.04], [-1.24, 0.93, 0.50], [-2.84, -0.92, -0.05], [-1.99, 1.88, -0.07], [2.40, -1.77, 0.49], [-0.23, -2.30, 0.07], [3.92, 0.48, 0.36], [2.32, 2.30, 0.13], [-2.74, -1.75, -0.49], [-3.66, -0.34, 0.13], [-2.33, 1.69, -1.06]],
  "total_energy_ha": -472.12624,
  "charge": 0,
  "e_above_lowest_kj_mol": 566.1,
  "e_lumo_ha": [-0.0002, -0.0002],
  "homo_energy_ev": [-7.42, -7.42],
  "gap_ev": [7.4156, 7.4159]
}

***

{
  "formula": "C13H26BrNO8S",
  "method": "ωB97M-V/def2-TZVPD",
  "symbols": ["C", "C", "O", "C", "Br", "O", "S", "O", "O", "O", "C", "C", "C", "C", "C", "C", "C", "C", "O", "C", "H", "H", "H", "H", "H", "H", "H", "H", "H", "H", "H", "H", "H", "H", "H", "H", "H", "H", "H", "H", "H", "H", "H", "C", "N", "O", "O", "H", "H", "H"],
  "coordinates": [[-3.55, -0.34, 0.49], [-2.11, -0.37, -0.36], [-2.14, 0.51, -1.54], [-0.99, 0.29, -2.43], [0.67, -0.60, -1.67], [-1.22, -0.57, -3.63], [0.19, -0.28, -4.61], [1.12, -1.52, -4.90], [-0.04, 0.27, -6.04], [0.88, 1.08, -3.81], [-0.32, 1.66, -3.12], [-0.01, 2.95, -2.16], [1.42, 2.88, -1.35], [1.17, 2.91, 0.30], [2.56, 2.57, 1.09], [2.42, 1.54, 2.36], [1.62, 0.15, 2.04], [2.57, -1.14, 1.67], [4.01, -0.85, 1.58], [4.61, -1.40, 2.82], [-3.40, -1.03, 1.44], [-4.42, -0.86, -0.14], [-3.84, 0.75, 0.85], [-1.31, 0.07, 0.40], [-1.93, -1.51, -0.60], [-0.99, 2.09, -4.00], [-0.90, 3.04, -1.39], [-0.04, 3.94, -2.80], [2.13, 1.99, -1.68], [2.02, 3.87, -1.63], [0.84, 4.03, 0.54], [0.25, 2.24, 0.60], [2.94, 3.61, 1.55], [3.43, 2.26, 0.33], [1.80, 2.13, 3.19], [3.50, 1.40, 2.81], [1.05, -0.15, 3.05], [0.79, 0.22, 1.22], [2.22, -1.60, 0.63], [2.37, -1.99, 2.47], [4.81, -2.56, 2.78], [3.93, -1.22, 3.78], [5.64, -0.85, 3.04], [-5.31, -4.56, 0.69], [-4.20, -3.81, 1.34], [-4.38, -3.44, 2.51], [-3.18, -3.61, 0.67], [-6.13, -4.66, 1.39], [-5.62, -3.99, -0.19], [-4.92, -5.54, 0.41]],
  "total_energy_ha": -4139.34996,
  "charge": 0,
  "e_above_lowest_kj_mol": 1097.6,
  "e_lumo_ha": -0.0126,
  "homo_energy_ev": -9.84,
  "gap_ev": 9.4985
}

***

{
  "formula": "C4H7NO",
  "method": "ωB97M-V/def2-TZVPD",
  "symbols": ["O", "C", "N", "C", "C", "C", "H", "H", "H", "H", "H", "H", "H"],
  "coordinates": [[1.96, 0.62, 0.71], [1.64, 0.11, -0.35], [0.37, 0.16, -0.95], [-0.60, 1.06, -0.26], [-1.24, -0.15, 0.45], [-0.05, -0.99, -0.02], [2.23, -0.68, -0.86], [-0.09, 1.77, 0.39], [-1.26, 1.59, -0.95], [-1.33, -0.10, 1.54], [-2.17, -0.47, -0.01], [-0.15, -1.96, -0.51], [0.67, -0.96, 0.82]],
  "total_energy_ha": -286.52889,
  "charge": 0,
  "e_above_lowest_kj_mol": 269.8,
  "e_lumo_ha": 0.0384,
  "homo_energy_ev": -10.00,
  "gap_ev": 11.0433
}